Density functional theory data (ωB97M-V with the def2-TZVPD basis set) for a single C4H7NS molecule at a distorted geometry.

The geometry in XYZ format:
```
13
C4H7NS, DFT ωB97M-V with the def2-TZVPD basis set
C -1.54 -0.20 0.38
C -0.37 -0.28 -0.55
C 0.98 -0.73 0.19
C 1.47 0.67 0.01
S 2.82 1.52 0.33
N 0.31 0.97 -0.65
H -2.12 -1.15 0.33
H -2.20 0.68 0.11
H -1.14 -0.05 1.41
H -0.56 -0.81 -1.52
H 1.46 -1.61 -0.22
H 0.82 -0.84 1.27
H 0.08 1.83 -1.11
```

Output
HOMO energy   -8.377 eV
Structure (SMILES)   C[C@@H]1CC(=S)N1
Gap between HOMO and LUMO   0.340 Eh

Here are the Löwdin charges for atoms 1 to 4, given in e: number 1, C, carries -0.0750; number 2, C, carries -0.3509; number 3, C, carries -0.1079; number 4, C, carries -0.8811